This record from the OMol25 dataset describes a molecular structure, C34H63ClInN9O3P at a distorted geometry. The level of theory is ωB97M-V/def2-TZVPD.

Computed properties:
frontier orbital gap: 0.241 hartree
charge: -1
max |F|: 9.8 eV/A
HOMO level: -4.686 eV

Geometry as XYZ:
```
112
Properties=species:S:1:pos:R:3:forces:R:3
N 2.074325 -4.257755 1.043847 -0.7 0.8 -0.8
P 1.516377 -3.377023 -0.191571 0.6 0.0 1.5
O 0.017368 -3.995072 -0.776538 2.1 -0.2 0.6
O 2.725905 -3.418307 -1.433737 -1.6 0.1 0.7
In 1.123649 -0.946478 0.554153 -0.6 0.7 -0.3
C 2.692451 -0.552690 2.194907 -0.8 -0.2 2.2
C 1.859406 0.060739 3.412617 2.8 2.1 -1.3
O 2.032096 1.201073 3.854069 -1.3 -3.3 -0.9
Cl 0.554874 -1.072325 4.092549 0.8 0.7 -0.1
H 2.152329 -3.641361 1.874126 -0.2 -0.5 -0.7
H -0.347080 -4.549396 -0.036640 0.5 0.4 -0.8
H 3.275438 -2.620113 -1.252152 -0.7 -0.8 -0.2
H -0.523662 -0.706837 1.276647 0.6 -0.3 -0.3
H 1.469109 0.183905 -0.776661 -0.7 -0.6 0.4
H 3.116763 -1.550506 2.573477 -0.6 1.4 -0.7
H 3.510447 0.156468 1.845352 -1.2 -0.8 0.8
C 4.177084 4.171859 0.854201 0.1 0.0 0.0
C 4.282724 4.427528 -0.645594 0.3 0.1 0.3
C 3.178322 3.734584 -1.446651 0.2 -0.9 0.3
C 3.262124 2.253204 -1.245836 0.1 -1.6 0.0
N 3.328361 1.094888 -1.085670 0.8 2.9 -0.5
H 4.288472 3.111035 1.091250 -0.1 0.1 0.0
H 4.966665 4.707977 1.388028 -0.1 0.0 0.0
H 3.212784 4.511834 1.242312 0.1 0.0 0.0
H 5.263976 4.087115 -0.995542 -0.1 -0.1 -0.1
H 4.232726 5.502692 -0.826180 0.0 -0.2 -0.1
H 3.288703 3.958204 -2.510270 -0.1 -0.1 0.1
H 2.194989 4.085182 -1.127766 0.1 -0.1 0.0
C -3.986678 -3.414282 -2.557759 -0.1 0.2 -0.1
C -4.668129 -3.055328 -1.243719 -0.1 -0.1 -0.3
C -3.686499 -3.007125 -0.072541 0.1 -0.8 0.1
C -3.049646 -4.352824 0.100670 1.5 -2.9 0.7
N -2.551008 -5.433087 0.240908 -3.2 9.0 -2.4
H -3.542321 -4.409243 -2.523342 0.0 0.2 0.1
H -4.708256 -3.411329 -3.377123 0.1 0.0 0.0
H -3.199449 -2.691937 -2.793724 0.0 -0.1 0.0
H -5.457029 -3.786702 -1.039072 0.0 0.1 0.1
H -5.154432 -2.080574 -1.346522 0.1 0.0 0.1
H -4.207841 -2.735026 0.848617 0.2 -0.1 0.0
H -2.907524 -2.261268 -0.252482 0.1 -0.1 0.1
C 3.400352 9.470264 0.769129 0.0 0.1 0.1
C 3.412639 9.808377 -0.717014 0.1 0.0 0.2
C 2.224608 9.209374 -1.473792 0.2 -0.6 0.2
C 2.255543 7.717450 -1.362045 -0.3 -1.6 -0.1
N 2.280660 6.551811 -1.270808 -0.3 2.9 -0.2
H 3.479988 8.393244 0.938047 -0.1 0.0 0.0
H 4.248020 9.940657 1.271598 -0.1 0.0 -0.1
H 2.481554 9.826539 1.245056 0.0 -0.1 0.0
H 4.346369 9.450417 -1.153289 -0.2 0.1 0.0
H 3.399028 10.895762 -0.834353 -0.1 -0.1 -0.1
H 2.269939 9.488952 -2.528988 -0.1 -0.2 0.0
H 1.280797 9.580560 -1.065820 0.0 -0.2 0.0
C 9.011404 7.110489 -2.108928 0.1 0.0 -0.1
C 8.830879 6.720536 -0.645691 0.3 0.0 -0.2
C 7.372005 6.786749 -0.187374 0.0 0.7 -0.1
C 6.852909 8.183438 -0.334524 -0.8 1.4 0.0
N 6.447189 9.274727 -0.449903 1.2 -2.4 0.3
H 8.712338 8.145944 -2.289649 0.0 -0.1 0.0
H 10.060696 7.020788 -2.399051 -0.1 0.0 0.0
H 8.420994 6.462349 -2.762995 0.0 0.1 0.0
H 9.444587 7.380060 -0.024404 -0.1 -0.1 0.0
H 9.203915 5.703104 -0.500064 -0.1 0.1 0.1
H 7.292662 6.486511 0.860074 -0.1 0.1 -0.1
H 6.751473 6.110631 -0.781339 -0.1 0.1 0.0
C -3.885075 2.079295 4.928685 0.0 0.0 0.1
C -2.382925 1.933311 4.706405 -0.2 -0.1 0.2
C -1.942910 2.368610 3.307316 -0.2 -0.7 -0.3
C -2.621334 1.525471 2.273821 -1.0 -1.3 -2.0
N -3.160157 0.865579 1.459615 1.4 2.0 2.5
H -4.456328 1.441948 4.248827 0.1 0.1 0.0
H -4.148659 1.785056 5.947548 0.0 0.1 -0.1
H -4.205164 3.115065 4.780175 0.0 -0.1 0.0
H -2.098591 0.890574 4.875588 0.1 0.1 -0.1
H -1.853140 2.535409 5.449792 0.1 0.0 -0.1
H -0.860216 2.257877 3.202629 -0.1 -0.1 -0.1
H -2.194950 3.418222 3.134059 -0.1 -0.1 -0.1
C 0.629217 -9.437531 -0.893450 0.1 0.0 -0.1
C 0.448760 -9.841106 0.565950 0.2 0.0 -0.2
C -1.011549 -9.787538 1.021958 0.1 0.8 -0.1
C -1.538005 -8.391364 0.884809 -0.9 1.7 -0.2
N -1.954422 -7.290479 0.772100 2.5 -7.8 2.1
H 0.323892 -8.402415 -1.065265 0.0 -0.1 0.1
H 1.679535 -9.517849 -1.182687 -0.1 0.0 0.0
H 0.043439 -10.084394 -1.554531 0.0 0.0 0.0
H 1.057065 -9.182985 1.193534 -0.1 -0.1 0.0
H 0.828523 -10.858096 0.703661 -0.1 0.0 0.1
H -1.090907 -10.096921 2.066834 -0.1 0.1 -0.1
H -1.626601 -10.462908 0.420823 0.0 0.1 0.0
C -8.031623 0.678727 0.169939 0.0 0.0 -0.1
C -7.186957 0.342160 1.394100 0.1 0.1 -0.4
C -7.934042 0.561817 2.711966 0.0 0.7 -0.1
C -8.334888 1.999038 2.840244 -0.6 1.5 0.4
N -8.648297 3.121425 2.939249 0.7 -2.4 -0.3
H -8.314735 1.734161 0.153733 0.0 -0.1 0.1
H -7.469323 0.479825 -0.745067 -0.1 0.0 0.1
H -8.945101 0.076623 0.145786 0.0 0.1 0.0
H -6.278768 0.952082 1.376851 0.0 -0.1 0.1
H -6.872692 -0.703378 1.332446 0.0 0.1 0.1
H -7.293527 0.294613 3.555807 -0.1 0.1 0.0
H -8.829508 -0.063716 2.754754 0.0 0.1 0.0
C -2.790640 -9.014987 -4.302309 0.0 -0.1 0.0
C -1.715688 -7.953919 -4.513014 -0.1 -0.3 -0.1
C -2.042997 -6.628988 -3.820611 -0.6 0.1 -0.4
C -3.321512 -6.069222 -4.364496 -2.6 1.2 -1.1
N -4.332427 -5.632354 -4.799703 3.5 -1.7 1.3
H -3.748091 -8.708940 -4.731092 0.1 0.0 0.1
H -2.501754 -9.950256 -4.788268 0.0 0.0 0.1
H -2.938836 -9.216392 -3.237251 0.0 0.0 -0.1
H -1.586054 -7.788575 -5.587194 0.0 0.1 0.1
H -0.763716 -8.330724 -4.128664 0.0 0.2 0.0
H -1.239602 -5.907891 -3.988490 -0.2 0.1 0.1
H -2.147178 -6.774393 -2.741422 -0.1 0.1 0.0
```
Positions in Å, forces in eV/Å.

Mulliken population analysis, charges in e, atoms 1 to 99: number 1, N, carries -0.887; number 2, P, carries 0.733; number 3, O, carries -0.495; number 4, O, carries -0.539; number 5, In, carries 0.573; number 6, C, carries -0.751; number 7, C, carries 0.562; number 8, O, carries -0.578; number 9, Cl, carries -0.222; number 10, H, carries 0.220; number 11, H, carries 0.235; number 12, H, carries 0.323; number 13, H, carries -0.338; number 14, H, carries -0.361; number 15, H, carries 0.272; number 16, H, carries 0.213; number 17, C, carries -1.179; number 18, C, carries -0.088; number 19, C, carries -0.260; number 20, C, carries -0.013; number 21, N, carries -0.412; number 22, H, carries 0.360; number 23, H, carries 0.280; number 24, H, carries 0.295; number 25, H, carries 0.261; number 26, H, carries 0.110; number 27, H, carries 0.394; number 28, H, carries 0.288; number 29, C, carries -0.669; number 30, C, carries -0.495; number 31, C, carries -0.384; number 32, C, carries 0.485; number 33, N, carries -0.428; number 34, H, carries -0.265; number 35, H, carries 0.438; number 36, H, carries 0.304; number 37, H, carries 0.309; number 38, H, carries 0.225; number 39, H, carries 0.228; number 40, H, carries 0.218; number 41, C, carries -1.151; number 42, C, carries -0.302; number 43, C, carries -0.504; number 44, C, carries 0.296; number 45, N, carries -0.433; number 46, H, carries 0.260; number 47, H, carries 0.332; number 48, H, carries 0.394; number 49, H, carries 0.211; number 50, H, carries 0.323; number 51, H, carries 0.284; number 52, H, carries 0.286; number 53, C, carries -1.153; number 54, C, carries -0.602; number 55, C, carries 0.184; number 56, C, carries 0.291; number 57, N, carries -0.589; number 58, H, carries 0.353; number 59, H, carries 0.346; number 60, H, carries 0.287; number 61, H, carries 0.321; number 62, H, carries 0.333; number 63, H, carries 0.354; number 64, H, carries -0.148; number 65, C, carries -1.091; number 66, C, carries -0.354; number 67, C, carries -0.203; number 68, C, carries 0.174; number 69, N, carries -0.434; number 70, H, carries 0.206; number 71, H, carries 0.374; number 72, H, carries 0.307; number 73, H, carries 0.235; number 74, H, carries 0.338; number 75, H, carries 0.138; number 76, H, carries 0.319; number 77, C, carries -1.036; number 78, C, carries -0.451; number 79, C, carries -0.547; number 80, C, carries 0.191; number 81, N, carries -0.226; number 82, H, carries 0.248; number 83, H, carries 0.363; number 84, H, carries 0.280; number 85, H, carries 0.320; number 86, H, carries 0.309; number 87, H, carries 0.276; number 88, H, carries 0.256; number 89, C, carries -1.287; number 90, C, carries -0.107; number 91, C, carries -0.451; number 92, C, carries 0.212; number 93, N, carries -0.468; number 94, H, carries 0.366; number 95, H, carries 0.343; number 96, H, carries 0.317; number 97, H, carries 0.192; number 98, H, carries 0.240; number 99, H, carries 0.299